(1)
The following is a DFT calculation (ωB97M-V with the def2-TZVPD basis set) of a molecular structure, C15H26N7PdSSeSi in a non-equilibrium geometry.

CARTESIAN COORDINATES (ANGSTROEM)
Pd 0.658 -0.431 -0.730
Se 1.018 -0.055 -3.206
S -0.094 -2.693 -0.465
Si -1.595 1.786 3.023
N 1.628 -2.464 1.690
N -0.697 -0.627 -5.402
N -1.868 -0.429 -3.603
N 2.944 1.112 -0.544
N 1.143 -4.218 2.916
N 0.381 -4.163 1.783
N 2.171 -1.280 1.248
C 2.905 -2.751 3.848
C -2.751 -0.665 -4.639
C 0.635 -3.108 1.017
C -1.152 0.942 4.620
C 3.328 3.589 -1.266
C -3.432 1.749 2.747
C -2.280 -0.209 -2.218
C -2.017 -0.786 -5.765
C -0.260 0.287 0.722
C -0.786 0.859 1.656
C 3.126 2.200 -0.859
C 1.898 -3.169 2.847
C -0.968 3.536 3.006
C -0.611 -0.406 -4.078
C 0.433 -0.663 -6.328
H -0.306 -4.876 1.600
H 3.373 3.642 -2.352
H 3.079 -1.393 0.812
H 2.174 -0.577 1.975
H -1.765 0.663 -1.820
H 4.258 3.970 -0.849
H 2.496 4.191 -0.905
H 0.861 0.331 -6.427
H -1.147 4.003 2.036
H 2.681 -1.759 4.242
H -3.353 -0.037 -2.217
H 0.106 3.564 3.201
H -2.307 -0.973 -6.782
H 0.059 -1.008 -7.287
H -1.483 -0.098 4.620
H -3.810 -0.722 -4.468
H -2.046 -1.076 -1.607
H 3.902 -2.730 3.407
H 2.893 -3.464 4.668
H -1.465 4.137 3.770
H -0.072 0.956 4.784
H -3.691 2.219 1.796
H 1.186 -1.351 -5.954
H -3.798 0.721 2.728
H -3.958 2.281 3.542
H -1.625 1.446 5.466

HOMO-LUMO gap (alpha / beta) (hartree): 0.2547 / 0.2547
LUMO level (alpha / beta) (eV): -3.653 / -3.655
E_tot (eV): -113939.797
Net charge: +1

---

(2)
The following is a DFT calculation (ωB97M-V with the def2-TZVPD basis set) of a molecular structure, C21H49N5O7Pt in a non-equilibrium geometry.

CARTESIAN COORDINATES (ANGSTROEM)
Pt 0.606 2.500 1.471
O 2.637 1.999 1.843
O -1.439 3.345 -6.170
O 2.616 -3.427 6.437
O 4.496 3.479 -3.355
O -4.222 -3.653 -1.070
O -0.139 0.599 0.586
O -5.169 1.549 3.982
N -2.110 2.757 -4.075
N -2.508 -4.682 0.051
N 2.502 -1.829 4.816
N 2.379 2.315 -3.312
N -4.526 0.866 1.865
C 3.865 -1.928 4.282
C 1.681 -0.755 4.271
C 5.025 1.504 2.013
C -4.770 1.033 0.403
C -3.196 0.338 2.216
C 3.912 1.351 -0.171
C -2.053 -5.591 -0.983
C -3.570 -3.850 -0.021
C 2.025 -2.568 5.852
C -0.864 -1.254 -0.953
C -1.798 -4.738 1.372
C -2.115 1.742 -3.082
C 3.846 2.039 1.121
C -1.320 2.667 -5.179
C 3.770 2.442 -3.185
C -0.093 -0.795 0.339
C 1.761 1.018 -3.168
C 1.609 3.393 -3.934
C -5.396 1.399 2.762
C -3.055 3.839 -3.817
C 1.398 -1.362 0.143
H -3.140 -0.482 1.499
H 1.497 0.732 -4.186
H 4.779 0.551 2.481
H 2.067 -1.236 0.995
H -1.480 2.131 -2.286
H -0.649 1.807 -5.029
H 0.601 3.422 -3.521
H 1.062 -2.155 6.191
H -1.554 -5.730 1.751
H 3.018 1.431 -0.790
H -2.866 4.737 -4.405
H -1.871 -0.873 -0.788
H 0.797 0.960 -2.662
H -3.739 -3.506 1.011
H -4.055 1.642 -0.150
H -3.104 1.532 -2.676
H 2.207 0.185 4.437
H -1.026 -5.421 -1.306
H -1.638 0.800 -3.354
H 2.499 0.299 -2.812
H -5.765 1.441 0.221
H 4.140 3.038 0.800
H 3.965 0.273 -0.020
H 1.450 3.252 -5.003
H 4.408 -2.744 4.757
H 0.706 -0.561 4.718
H 4.775 1.618 -0.782
H -6.271 1.752 2.194
H 5.967 1.302 1.504
H -2.325 0.966 2.028
H -0.523 -1.353 1.171
H 1.937 4.415 -3.741
H 4.355 -0.958 4.364
H -4.093 3.556 -3.989
H -0.904 -2.343 -0.936
H 1.543 -0.853 3.194
H -4.677 0.128 -0.197
H 1.795 -0.859 -0.739
H -3.179 -0.068 3.228
H -2.950 4.106 -2.765
H 1.374 -2.444 0.017
H -2.353 -4.321 2.212
H -0.392 -1.000 -1.902
H 4.285 1.512 -2.898
H 3.936 -2.167 3.221
H -2.626 -5.422 -1.895
H -0.790 -4.325 1.380
H -2.248 -6.640 -0.761
H 5.269 2.134 2.868

<S²>: 3.76
HOMO-LUMO gap (alpha / beta) (hartree): 0.2134 / 0.2618
LUMO level (alpha / beta) (eV): 2.142 / 1.846
E_tot (eV): -47596.295
2S+1: 4
Net charge: -1

---

Q: Which formula does entry 2 have?
A: C21H49N5O7Pt